Here is 17 unconnected molecules or ions with the total composition C81H206N10O27 at a distorted geometry from the Open Molecules 2025 dataset. Energies are from ωB97M-V/def2-TZVPD.

Calculated values
E_HOMO, Eh: -0.3114
Relative energy (zero: lowest compared OMol25 entry of this formula, charge and spin), kcal per mole: 203.63
Total energy, Ha: -5787.99781

Last column: Löwdin charge in e.
Geometry (Å):
C -1.57504 -0.31019 -1.91661  -0.0813
O -1.73215 -1.67911 -2.32536  -0.1906
C -0.49552 -2.39569 -2.46111  -0.2457
C -0.59289 -3.58483 -3.28096  -0.2017
N 0.42234 -4.62151 -3.14701  -0.0810
C 1.71661 -4.31658 -3.59035  -0.2153
C 2.48008 -5.63798 -3.25293  -0.1561
O 3.89722 -5.46166 -3.26310  -0.2220
C 4.59644 -5.56539 -4.50052  -0.0861
H -0.95022 0.19896 -2.65041  0.0810
H -1.06776 -0.35505 -0.95289  0.0608
H -2.47317 0.30742 -1.91952  0.0798
H -0.19254 -2.69006 -1.45629  0.1192
H 0.25536 -1.68980 -2.81607  0.1171
H -0.63883 -3.16769 -4.28693  0.1226
H -1.53931 -4.07165 -3.04558  0.1240
H 0.24704 -5.55992 -3.47680  0.1151
H 2.01697 -3.54368 -2.88287  0.1106
H 1.79578 -4.00673 -4.63238  0.1075
H 2.24703 -6.40530 -3.99118  0.1211
H 2.08226 -6.02466 -2.31468  0.1159
H 4.55611 -6.56758 -4.92722  0.0856
H 5.66004 -5.39566 -4.33302  0.0982
H 4.27000 -4.90134 -5.30088  0.0746
C -5.90487 -0.76913 -2.24046  -0.0783
O -6.75266 0.21582 -1.62313  -0.2469
C -7.86853 0.64076 -2.43086  -0.1752
C -8.71693 1.70750 -1.71412  -0.2039
N -7.92520 2.91586 -1.64788  -0.0772
C -8.48086 4.04792 -0.82407  -0.1630
C -9.80217 4.57895 -1.45242  -0.2008
O -10.36076 5.70750 -0.77607  -0.1914
C -10.73721 5.49369 0.58054  -0.1113
H -4.86585 -0.67991 -1.92334  0.0768
H -5.95010 -0.72648 -3.32868  0.0875
H -6.24287 -1.77724 -2.00050  0.0679
H -8.43634 -0.27624 -2.58834  0.1214
H -7.40719 1.07176 -3.31940  0.1236
H -8.96797 1.43561 -0.68886  0.1113
H -9.60565 2.03484 -2.25367  0.1080
H -6.99228 2.57532 -1.46409  0.0655
H -7.81822 4.91069 -0.89207  0.0995
H -8.43315 3.75192 0.22389  0.0998
H -10.53367 3.77330 -1.51524  0.1032
H -9.63193 4.92812 -2.47085  0.1286
H -11.39304 4.65103 0.79940  0.0862
H -11.28600 6.37964 0.89997  0.0853
H -9.83254 5.41975 1.18404  0.0772
C 2.18155 -5.60150 1.58043  -0.1100
O 0.81364 -5.84241 1.81935  -0.1919
C 0.28278 -5.99824 0.53867  -0.2049
C -1.33476 -5.90855 0.61958  -0.1545
N -1.79640 -7.23858 1.09403  -0.0207
C -3.25412 -7.05564 1.28126  -0.2143
C -3.67642 -8.13880 2.21670  -0.2397
O -2.77428 -8.39427 3.28960  -0.2056
C -3.14330 -9.51916 4.10570  -0.0772
H 2.72543 -6.38318 1.05007  0.0986
H 2.70840 -5.39170 2.51130  0.0832
H 2.22774 -4.60380 1.14390  0.0658
H 0.62228 -6.83890 -0.06641  0.1221
H 0.37136 -5.14667 -0.13593  0.0949
H -1.73009 -5.68023 -0.37021  0.1102
H -1.71615 -5.08504 1.22331  0.0915
H -1.54448 -7.33596 2.06725  0.0727
H -3.75792 -7.00466 0.31602  0.1154
H -3.54159 -6.12130 1.76340  0.0910
H -3.99140 -9.05554 1.71822  0.1167
H -4.67275 -7.86629 2.56478  0.1163
H -2.31361 -9.77930 4.76299  0.0876
H -3.40647 -10.35275 3.45457  0.0849
H -4.00150 -9.30175 4.74157  0.0824
C 1.46045 7.49370 -8.03790  -0.1236
O 0.58896 6.80533 -7.20490  -0.1692
C 1.17492 6.43607 -6.00012  -0.2400
C 0.02279 6.39555 -4.97638  -0.2052
N 0.42331 5.83323 -3.69594  -0.0651
C -0.80349 5.40161 -3.02344  -0.1842
C -0.37803 4.54439 -1.80420  -0.2632
O -0.08141 3.30922 -2.23914  -0.1757
C 0.80846 2.45771 -1.50667  -0.0735
H 0.92597 7.98362 -8.85180  0.0907
H 2.21723 6.83711 -8.46717  0.0701
H 2.03288 8.27164 -7.53270  0.0902
H 1.92081 7.16861 -5.69171  0.1163
H 1.67823 5.47359 -6.09185  0.1184
H -0.80592 5.85143 -5.42945  0.1127
H -0.26008 7.43946 -4.84098  0.1251
H 0.97210 4.99285 -3.80859  0.1007
H -1.41493 4.90801 -3.77883  0.1124
H -1.30851 6.31398 -2.70623  0.1109
H -1.24914 4.61948 -1.15332  0.1089
H 0.49812 4.96554 -1.31117  0.1149
H 1.77344 2.96449 -1.49746  0.0853
H 1.00686 1.46721 -1.91612  0.0747
H 0.58068 2.33341 -0.44801  0.0690
C 3.57568 4.63689 3.65165  -0.0971
O 4.55294 4.73069 2.61027  -0.1747
C 4.99605 3.47113 2.18440  -0.2489
C 6.13905 3.56798 1.18860  -0.1907
N 6.70744 2.28081 0.70481  -0.0693
C 7.95456 2.49095 -0.04454  -0.2002
C 8.81624 1.16250 -0.06740  -0.1961
O 9.49012 0.94687 1.19185  -0.1873
C 10.11870 -0.33852 1.31284  -0.1052
H 3.22197 5.65046 3.84053  0.0842
H 4.00929 4.14513 4.52242  0.0923
H 2.70457 4.07454 3.31544  0.0696
H 4.17849 2.85102 1.81674  0.1186
H 5.37536 2.84874 2.99486  0.1172
H 7.00316 4.04998 1.64584  0.1123
H 5.84874 4.14825 0.31276  0.1211
H 6.90998 1.70854 1.51203  0.0975
H 8.49504 3.41150 0.17584  0.1139
H 7.72581 2.52612 -1.10968  0.0967
H 9.42657 1.37966 -0.94401  0.1121
H 8.08327 0.40486 -0.34458  0.1128
H 9.31494 -1.07445 1.33446  0.0802
H 10.72718 -0.46898 2.20774  0.0815
H 10.80807 -0.59156 0.50734  0.0801
C 5.52641 7.12526 -8.92934  -0.1169
O 5.17122 7.24774 -7.54947  -0.2019
C 4.64677 6.01292 -6.94826  -0.1723
C 5.72790 4.87900 -6.64521  -0.2013
N 5.11308 3.82291 -5.83083  -0.0509
C 6.13187 2.77437 -5.65440  -0.2138
C 5.64039 1.68847 -4.70399  -0.2565
O 5.49889 2.18595 -3.42907  -0.1791
C 5.08981 1.27219 -2.46440  -0.1221
H 5.66047 8.05992 -9.47390  0.0838
H 4.86944 6.50290 -9.53692  0.0810
H 6.48092 6.59954 -8.90461  0.0755
H 3.76256 5.61711 -7.44786  0.0967
H 4.34612 6.29603 -5.93952  0.1072
H 6.57012 5.21416 -6.03987  0.1162
H 6.04887 4.51009 -7.61937  0.1094
H 5.00098 4.20975 -4.90461  0.1040
H 7.07348 3.14920 -5.25318  0.1137
H 6.43233 2.21424 -6.53988  0.1201
H 6.31488 0.83696 -4.61393  0.1239
H 4.72752 1.27449 -5.13223  0.1156
H 5.62332 0.35156 -2.22797  0.0836
H 4.03048 1.08118 -2.63602  0.0874
H 5.26715 1.81296 -1.53477  0.0712
C -4.04575 -5.16970 6.73406  -0.0814
O -4.47329 -4.06393 5.94392  -0.1947
C -4.40078 -4.10791 4.54439  -0.2259
C -5.07377 -2.82273 4.01596  -0.1689
N -5.50713 -3.00470 2.61858  -0.0744
C -4.37231 -3.01328 1.67690  -0.1529
C -4.90882 -3.21310 0.24233  -0.2004
O -5.04359 -4.58046 -0.12690  -0.2269
C -5.25262 -5.03027 -1.54167  -0.0316
H -4.37238 -4.92717 7.74529  0.0964
H -2.99186 -5.35258 6.52440  0.0671
H -4.39965 -6.13099 6.36152  0.0771
H -4.97696 -4.95242 4.16634  0.1192
H -3.39490 -4.20567 4.13604  0.1109
H -4.38177 -1.99263 4.15800  0.1337
H -5.97854 -2.73175 4.61698  0.1121
H -6.06623 -3.84572 2.60542  0.1219
H -3.66459 -3.81775 1.87707  0.0889
H -3.80566 -2.09527 1.83263  0.1184
H -4.13831 -2.77599 -0.39276  0.1085
H -5.83362 -2.66589 0.05957  0.1009
H -6.25301 -4.72432 -1.84780  0.0766
H -5.29760 -6.11877 -1.57688  0.0743
H -4.43088 -4.61823 -2.12737  0.0792
C -5.00261 6.28777 -1.23511  -0.1410
O -4.12962 7.33387 -1.45326  -0.1811
C -4.26532 8.40254 -0.56330  -0.2526
C -3.05242 9.26837 -0.50109  -0.1935
N -1.91526 8.56509 0.12210  -0.0328
C -2.13944 8.08771 1.52977  -0.1963
C -0.86445 7.60857 2.06975  -0.2656
O -0.50943 6.30694 1.56813  -0.2109
C 0.92026 5.95577 1.56975  -0.0514
H -6.01064 6.62314 -0.99118  0.0762
H -4.87935 5.61891 -0.38332  0.0753
H -4.95076 5.64268 -2.11219  0.0976
H -4.42513 7.85459 0.36531  0.1020
H -5.22477 8.86162 -0.80165  0.1263
H -3.21507 10.23496 -0.02430  0.1152
H -2.88089 9.56900 -1.53468  0.1188
H -1.59881 7.84311 -0.50933  0.0933
H -2.74442 7.18298 1.58957  0.1149
H -2.45555 8.94673 2.12159  0.1327
H -0.96732 7.51713 3.15103  0.1135
H -0.09660 8.38080 2.02330  0.1232
H 1.28188 5.80955 2.58756  0.0576
H 1.39498 6.72595 0.96182  0.0973
H 0.98581 4.96849 1.11250  0.0711
C 5.34316 -0.61736 5.37895  -0.0983
O 4.18396 0.17625 5.16249  -0.2168
C 3.02787 -0.24839 5.92824  -0.1775
C 1.81765 0.61996 5.48649  -0.1943
N 1.25087 1.63361 6.40555  -0.0306
C 0.03447 2.27755 5.78023  -0.2136
C -0.30636 3.57506 6.48473  -0.1728
O -1.67666 4.07433 6.14310  -0.2173
C -1.95058 4.23918 4.71744  -0.0808
H 5.06515 -1.64079 5.12715  0.0673
H 5.56944 -0.45139 6.43221  0.0879
H 6.22313 -0.42191 4.76612  0.0841
H 3.15383 -0.12585 7.00398  0.1163
H 2.92359 -1.32103 5.76494  0.0953
H 1.07304 -0.14107 5.25303  0.0873
H 2.10918 1.11257 4.55889  0.1087
H 0.81596 1.03469 7.09274  0.0341
H -0.86062 1.66858 5.65346  0.1136
H 0.36313 2.53804 4.77414  0.0992
H 0.42358 4.33148 6.19642  0.1079
H -0.16758 3.42795 7.55580  0.1133
H -2.76669 4.96162 4.72999  0.0838
H -2.29893 3.29786 4.29239  0.0761
H -1.08605 4.70184 4.24137  0.0748
C 3.84867 -1.75371 -4.29531  -0.1017
O 3.68460 -1.22757 -5.59688  -0.1722
C 2.65712 -1.88879 -6.30285  -0.2225
C 2.57005 -1.21694 -7.69621  -0.2099
N 1.51929 -1.75312 -8.56501  -0.0737
C 1.68817 -1.34500 -9.98124  -0.2043
C 0.88389 -0.05722 -10.23333  -0.2172
O 0.30371 0.16071 -11.52780  -0.1854
C 1.26035 0.27216 -12.60362  -0.1057
H 3.98115 -2.83204 -4.38342  0.0598
H 2.99157 -1.56449 -3.64904  0.0811
H 4.66449 -1.32686 -3.71192  0.0726
H 1.65944 -1.87308 -5.86412  0.1202
H 2.93217 -2.91559 -6.54395  0.1092
H 3.54181 -1.20062 -8.18969  0.1113
H 2.39265 -0.14417 -7.62017  0.1182
H 1.52907 -2.75831 -8.46706  0.0963
H 1.21679 -2.11114 -10.59680  0.1164
H 2.72554 -1.35191 -10.31577  0.1093
H 1.52118 0.78253 -9.95622  0.1114
H 0.07455 -0.04697 -9.50329  0.1214
H 1.62742 -0.67617 -12.99607  0.0793
H 2.06378 0.98796 -12.42977  0.0854
H 0.70748 0.67822 -13.45070  0.0796
C 0.02057 -6.17086 4.89576  -0.0424
C -0.11577 -4.65306 4.95796  -0.4103
C 1.17409 -4.00691 5.60091  -0.0304
O -0.28199 -4.15921 3.62153  -0.0680
H 0.04663 -6.77313 5.80388  0.0860
H 0.98286 -6.37057 4.42436  0.0760
H -0.72836 -6.66854 4.27972  0.0686
H -0.89653 -4.38317 5.66907  0.1106
H 2.09835 -4.24621 5.07499  0.0670
H 1.18115 -4.38557 6.62300  0.0780
H 1.18211 -2.92245 5.71040  0.0376
H -0.31221 -4.94174 3.06625  0.0419
C 5.36264 -5.03670 4.81152  -0.0439
C 6.53972 -5.89835 4.36537  -0.5176
C 6.53212 -6.33590 2.92565  -0.0648
O 7.75539 -5.22149 4.57967  -0.0400
H 4.44439 -5.56215 4.54919  0.0641
H 5.41862 -4.11798 4.22764  0.0744
H 5.33040 -4.78998 5.87274  0.0828
H 6.45683 -6.84404 4.90100  0.1279
H 7.30139 -7.08367 2.73286  0.0842
H 6.66162 -5.48384 2.25834  0.0670
H 5.55565 -6.77473 2.72063  0.0778
H 8.53627 -5.68214 4.26404  0.0893
C -1.10575 -1.31191 7.21342  -0.0269
C -0.68549 -1.04716 8.69313  -0.4221
C 0.32519 -2.07499 9.21051  -0.0456
O 0.07559 0.14951 8.49162  -0.0951
H -1.90923 -2.04583 7.27564  0.0756
H -0.25502 -1.59001 6.59130  0.0526
H -1.60432 -0.43132 6.80835  0.0781
H -1.52760 -0.92512 9.37435  0.1348
H 0.98146 -1.75734 10.02077  0.0823
H 0.91213 -2.29573 8.31895  0.0607
H -0.14834 -3.03892 9.39680  0.0806
H 0.49765 0.28351 9.34339  0.0947
C 4.92961 -4.48734 0.26008  -0.0750
C 4.21981 -3.42172 -0.48657  -0.5142
C 4.35782 -2.07023 0.13820  -0.0380
O 4.83336 -3.31094 -1.73431  -0.0409
H 4.65854 -5.50387 -0.02502  0.0831
H 4.67220 -4.59606 1.31365  0.0577
H 6.01223 -4.37071 0.30934  0.0892
H 3.19771 -3.79428 -0.55431  0.1221
H 4.07233 -1.25440 -0.52589  0.0729
H 5.37577 -1.89716 0.48736  0.0867
H 3.76584 -1.87492 1.03235  0.0661
H 4.66838 -4.16330 -2.14402  0.0464
C -2.78098 2.17188 0.69973  -0.0418
C -4.08879 2.41695 1.44130  -0.4722
C -5.31232 2.09249 0.57079  -0.0481
O -4.19493 1.50575 2.51671  -0.0724
H -2.64525 1.21670 0.19248  0.0507
H -1.89057 2.30692 1.31377  0.0794
H -2.87095 2.89975 -0.10663  0.0683
H -4.09215 3.41917 1.86983  0.1307
H -6.24667 2.46533 0.99041  0.0856
H -5.28705 1.03018 0.32800  0.0835
H -5.12302 2.73371 -0.29009  0.0686
H -4.97665 0.96198 2.39490  0.0181
C -8.08960 -0.88169 1.37015  -0.0662
C -7.72667 -0.22482 2.66267  -0.4440
C -8.45985 -0.84588 3.83853  -0.0536
O -6.28758 -0.34241 2.75279  -0.0836
H -7.56037 -0.49149 0.50081  0.0595
H -9.15007 -0.65932 1.25158  0.0793
H -8.03307 -1.96794 1.29968  0.0804
H -8.05226 0.81317 2.73099  0.1372
H -7.97557 -1.77967 4.12419  0.0624
H -9.51178 -1.06508 3.65551  0.0797
H -8.50261 -0.28682 4.77326  0.0788
H -6.13477 -1.28622 2.66630  0.0128
C 1.30171 -0.56833 0.75304  -0.0330
C 0.61859 -1.34700 1.88157  -0.4978
C -0.85631 -1.60921 1.79804  -0.0403
O 1.27996 -2.54968 1.97326  -0.0469
H 1.69418 -1.25168 -0.00002  0.0713
H 2.16788 -0.04731 1.16094  0.0745
H 0.75961 0.32625 0.44652  0.0513
H 0.78989 -0.74390 2.77322  0.1223
H -1.29372 -1.78340 2.78111  0.0768
H -1.04468 -2.50370 1.20433  0.0769
H -1.38557 -0.80000 1.29488  0.0646
H 0.85523 -3.09791 2.63708  0.0429